{"formula": "C2H10NO3", "method": "ωB97M-V/def2-TZVPD", "symbols": ["O", "C", "C", "N", "H", "H", "H", "H", "H", "H", "H", "H", "O", "H", "H", "O"], "coordinates": [[-0.08617, -1.17729, -2.56758], [-0.87113, -0.66767, -1.82193], [-0.41923, 0.60537, -1.07483], [0.65341, 0.17818, -0.10867], [-1.84585, -1.12260, -1.61734], [-1.16739, 1.16290, -0.52542], [0.05844, 1.18161, -1.85081], [0.35883, -0.70051, 0.36510], [0.72192, 0.88515, 0.63305], [1.59397, 0.03592, -0.46165], [0.51002, 3.11720, 2.05907], [1.38459, 1.86565, 2.33393], [0.56498, 2.16249, 1.93142], [-1.08850, -2.40370, 1.43873], [-0.12805, -2.85034, 0.25802], [-0.23986, -2.27234, 1.00892]], "gap_ha": 0.4024, "e_homo_ev": -14.589, "de_lowest_kcal_mol": 14.0, "e_tot_ha": -362.4225, "charge": 1}